C12H35NO7S | ωB97M-V/def2-TZVPD

Structure (XYZ):
```
56
Properties=species:S:1:pos:R:3
C -2.74434 -1.48554 -1.81230
O -3.28740 -0.18385 -1.49188
C -4.17761 0.22663 -2.38760
O -3.88338 0.87610 -3.29607
N -5.52796 -0.05359 -2.16616
S -5.87806 -1.27894 -0.96837
H -3.51208 -2.10612 -2.24514
H -2.39554 -1.90405 -0.89431
H -1.92060 -1.39666 -2.50004
H -5.94174 -0.25794 -3.06343
H -6.62669 -2.13909 -1.68350
C 1.32013 -3.05780 1.34357
C 0.85596 -2.96199 -0.09815
O -0.06335 -1.88503 -0.26885
H 0.46755 -3.20235 2.00877
H 2.01599 -3.88774 1.47752
H 1.81727 -2.13392 1.64901
H 0.34373 -3.87664 -0.39513
H 1.71003 -2.81469 -0.76620
H 0.39441 -1.07354 -0.01886
C 3.98144 1.26751 0.64678
C 3.26265 0.98541 -0.65921
O 1.84841 0.93345 -0.47146
H 3.74576 0.50271 1.38634
H 5.06260 1.29406 0.50068
H 3.66428 2.22426 1.06456
H 3.56525 0.01987 -1.06261
H 3.49473 1.75643 -1.40116
H 1.56688 1.78718 -0.12615
C -6.07682 2.54087 0.52746
C -5.56361 2.41251 1.94914
O -6.30165 1.43577 2.67984
H -7.13306 2.81245 0.52736
H -5.51892 3.29773 -0.02668
H -5.98572 1.58843 0.00264
H -5.67095 3.35553 2.48320
H -4.50343 2.13700 1.95093
H -6.20420 0.59396 2.22125
C 2.11046 4.55574 4.09271
C 1.93864 3.21600 3.40097
O 3.01964 2.33456 3.69595
H 3.04818 5.02232 3.78939
H 1.28794 5.23075 3.85157
H 2.14700 4.42749 5.17688
H 1.92130 3.34607 2.31930
H 0.99815 2.74483 3.70434
H 3.03610 2.20297 4.64986
C 4.35283 -2.96454 -4.10764
C 4.72485 -3.09350 -2.64210
O 3.98084 -4.12939 -2.00525
H 3.28712 -2.75877 -4.21185
H 4.91424 -2.16062 -4.58623
H 4.55804 -3.89579 -4.64100
H 4.50112 -2.17019 -2.10948
H 5.79461 -3.30116 -2.53390
H 4.17899 -4.95518 -2.45932
```

**Strongest force on any atom**: 4.9 eV/Å
**2S+1**: 1
**Structure (SMILES)**: COC(=O)NS.CCO.CCO.CCO.CCO.CCO
**HOMO level**: -9.047 eV
**Relative energy (zero: lowest compared OMol25 entry of this formula, charge and spin)**: 0.0 kcal per mole

=====

C32H21F6N6O7PbS3 | ωB97M-V/def2-TZVPD

Structure (XYZ):
```
76
Properties=species:S:1:pos:R:3
Pb 0.32736 -2.03039 -1.03801
F -4.95478 -0.31129 1.56898
C -4.58606 -1.48209 2.10972
F -5.30189 -2.44654 1.52987
F -4.89646 -1.45078 3.40664
S -2.77968 -1.72751 1.84119
O -2.62415 -1.72378 0.40962
O -2.17875 -0.64918 2.57442
N -2.62485 -3.11299 2.54174
S -1.87767 -4.38746 2.03066
O -0.99503 -4.17551 0.91040
O -1.43855 -5.19842 3.12030
C -3.25885 -5.36105 1.28925
F -3.81842 -4.70904 0.26909
F -4.20935 -5.62091 2.19111
F -2.79796 -6.53327 0.82748
C 2.83792 -5.98488 -0.18776
C 4.09782 -5.68296 -0.67511
C 4.32104 -4.46311 -1.28682
C 3.27286 -3.55210 -1.41041
N 2.06446 -3.85952 -0.92216
C 1.84855 -5.02972 -0.32531
C 3.41628 -2.21117 -2.04600
C 4.61109 -1.86201 -2.68241
C 4.77224 -0.60563 -3.23978
C 3.73977 0.31773 -3.15249
C 2.55091 -0.03671 -2.52964
C 2.34835 -1.30186 -1.97647
H 2.62513 -6.91841 0.31295
H 4.91171 -6.38997 -0.56998
H 5.30816 -4.21740 -1.64735
H 0.85332 -5.18186 0.07342
H 5.42859 -2.56802 -2.75540
H 5.70210 -0.34775 -3.73200
H 3.86238 1.31302 -3.56463
H 1.77129 0.71155 -2.44494
O 1.53657 0.86398 0.37836
C 1.70618 -0.03039 1.19042
N 1.25475 -1.30891 1.06977
S 1.66736 -2.25693 2.34795
O 0.52220 -2.66925 3.10458
O 2.60963 -3.27041 1.95015
C 2.52768 -0.97794 3.22076
C 3.17420 -1.03692 4.43911
C 3.77333 0.13046 4.89532
C 3.71600 1.30454 4.14596
C 3.05757 1.33858 2.92415
C 2.46341 0.17412 2.47289
H 3.20851 -1.95337 5.01283
H 4.29369 0.13009 5.84477
H 4.19030 2.20006 4.52745
H 3.00179 2.23849 2.32572
N -2.90141 5.11894 -0.69631
C -3.39865 6.31232 -1.16928
C -3.90387 7.44195 -0.53529
C -4.33014 8.47300 -1.35081
C -4.25705 8.37973 -2.74946
C -3.75453 7.25332 -3.37053
C -3.31653 6.20304 -2.56530
N -2.77919 4.97845 -2.91784
C -2.54702 4.36776 -1.78791
C -1.96900 3.02306 -1.66100
C -1.91198 2.35452 -0.44606
C -1.33860 1.09503 -0.39410
N -0.84647 0.48797 -1.46936
C -0.92033 1.12124 -2.63801
C -1.46229 2.38493 -2.78733
H -2.78365 4.85375 0.26456
H -3.96374 7.51491 0.54289
H -4.73198 9.37200 -0.90166
H -4.60457 9.21079 -3.34950
H -3.69440 7.17674 -4.44800
H -2.31057 2.77362 0.46869
H -1.28772 0.55334 0.53978
H -0.51995 0.59317 -3.49710
H -1.49844 2.87120 -3.75143
```

**Total charge**: -1
**Strongest force on any atom**: 0.3 eV/Å
**2S+1**: 1
**HOMO level**: -5.715 eV
**Relative energy (zero: lowest compared OMol25 entry of this formula, charge and spin)**: 18.0 kcal per mole

=====

C4H9NO2 | ωB97M-V/def2-TZVPD

Structure (XYZ):
```
16
Properties=species:S:1:pos:R:3
C 1.97593 -0.42018 0.58278
C 0.47739 -0.45516 0.33752
O -0.20825 0.02792 1.49713
C 0.04570 0.41716 -0.83646
C -1.39818 0.19498 -1.26488
O -1.70511 -0.04560 -2.41235
N -2.34215 0.35237 -0.24982
H 2.28772 0.59365 0.85556
H 2.53244 -0.73988 -0.30330
H 2.23496 -1.09369 1.40805
H 0.16117 -1.48768 0.12509
H -0.04368 -0.58740 2.22184
H 0.14145 1.47081 -0.53358
H 0.68344 0.25192 -1.70757
H -2.90802 1.16970 -0.39580
H -1.93482 0.35109 0.67578
```

**Strongest force on any atom**: 0.7 eV/Å
**2S+1**: 1
**Structure (SMILES)**: C[C@@H](O)CC(N)=O
**HOMO level**: -9.695 eV
**Relative energy (zero: lowest compared OMol25 entry of this formula, charge and spin)**: 18.3 kcal per mole